C4H5NO2 as an isolated structure. Source: the Open Molecules 2025 dataset; level of theory: the ωB97M-V functional and the def2-TZVPD basis.

Properties
energy relative to the best compared isomer or geometry (same formula, charge and spin) = 65.8 kcal/mol
calculated total energy = -360.56461 Ha
molar mass = 99.089 g/mol
HOMO level = -10.4 eV

XYZ file:
```
12
Properties=species:S:1:pos:R:3:mulliken_charge:R:1
O -1.3897 -0.2594 0.8107 -0.443
O 1.2954 1.3122 -0.5185 -0.569
N 0.6536 -1.3092 0.4873 -0.499
C -0.0118 -0.1774 1.1924 0.167
C 0.0672 -1.2087 -0.6438 -0.601
C 0.1258 0.9872 0.1345 -0.298
C -0.8837 -0.0132 -0.5158 0.192
H -1.6207 0.2328 -1.2787 0.439
H -0.3358 1.9139 0.4801 0.427
H 0.3001 -1.8297 -1.5039 0.355
H 1.6459 0.4998 -0.9134 0.363
H 0.1539 -0.1482 2.2690 0.465
```

***

A 3-piece molecular cluster, C5H8N2O overall in a non-equilibrium geometry. Source: the Open Molecules 2025 dataset; level of theory: the ωB97M-V functional and the def2-TZVPD basis.

Properties
energy relative to the best compared isomer or geometry (same formula, charge and spin) = 178.9 kcal/mol
calculated total energy = -379.80311 Ha
molar mass = 112.132 g/mol
HOMO level (alpha / beta) = -7.0 / -6.2 eV

XYZ file:
```
16
Properties=species:S:1:pos:R:3:mulliken_charge:R:1
O -0.3483 -3.1383 1.3823 -0.478
N -1.5382 -0.8155 -0.0108 -0.412
N 0.8144 2.0105 -1.6857 -0.685
C 0.5798 -2.8995 0.6430 -0.141
C 0.3447 1.5669 -0.6270 0.444
C 0.9708 -0.6619 -0.0960 -0.452
C -0.2040 2.3531 0.5086 -1.099
C -0.2526 -0.5972 -0.2442 0.468
H 0.4523 2.2409 1.3740 0.271
H -1.1842 1.9680 0.7940 0.284
H 1.1597 1.3189 -2.3526 0.261
H 1.3035 -3.7678 0.5138 0.250
H -2.1507 -0.7882 -0.8142 0.250
H -1.6781 -1.6222 0.6052 0.285
H -0.2915 3.4114 0.2448 0.356
H 2.0226 -0.5789 -0.2352 0.399
```

***

A 18-piece molecular cluster, C43H83Cl34FN3O3 overall in a non-equilibrium geometry. Source: the Open Molecules 2025 dataset; level of theory: the ωB97M-V functional and the def2-TZVPD basis.

Properties
charge = +1
calculated total energy = -17823.94770 Ha
molar mass = 1914.555 g/mol
HOMO level = -9.3 eV

XYZ file:
```
167
Properties=species:S:1:pos:R:3:mulliken_charge:R:1
Cl 3.8614 -3.7356 -8.4527 -0.177
Cl -4.6215 6.5220 2.7413 -0.157
Cl 8.6335 -0.1602 -12.0828 -0.156
Cl 2.4835 4.4029 -9.2575 -0.128
Cl -0.1286 -4.4705 -3.8560 -0.140
Cl -7.3660 -5.6333 6.9398 -0.136
Cl 4.2504 6.6477 1.5203 -0.083
Cl -4.6105 -3.2300 10.4896 -0.081
Cl -1.8537 5.6914 2.3452 0.006
Cl 5.3162 -2.9850 -3.7577 -0.137
Cl -3.1161 -3.1776 6.1477 -0.091
Cl -5.9065 -1.8287 -2.8983 -0.114
Cl 1.9666 0.5077 -8.2596 -0.095
Cl -4.1113 -4.1275 -2.9715 -0.130
Cl 7.4650 -4.5374 1.9734 -0.142
Cl -7.8352 -1.9812 5.4340 -0.150
Cl -2.8155 -9.3405 5.6767 -0.167
Cl 3.8616 5.2676 4.0591 -0.060
Cl -6.7286 -3.0998 8.2373 -0.062
Cl -0.7904 1.3718 -7.8649 -0.136
Cl -9.7761 -1.6581 8.5320 -0.103
Cl -9.7148 -3.5690 10.7408 -0.136
Cl -4.4872 -6.9638 5.4195 -0.070
Cl 7.4389 -0.7485 -9.4873 -0.160
Cl -1.0039 -2.7358 -6.0308 -0.098
Cl -5.2470 -2.1313 4.0785 -0.170
Cl 6.1641 -4.7738 -1.6159 -0.128
Cl 2.7478 1.7865 4.5905 -0.032
Cl -0.2738 5.2693 -8.8633 -0.131
Cl -3.7063 -0.4978 10.0108 -0.147
Cl 4.2497 -2.3444 -10.9874 -0.172
Cl 6.7378 -7.3078 2.5279 -0.156
Cl -3.0476 -5.0896 8.3591 -0.165
Cl 1.7808 -0.9170 5.1120 -0.134
F 1.9978 2.7091 -4.7026 -0.404
O -4.0840 1.4036 -4.3559 -0.594
O -0.9714 1.6098 -2.4216 -0.319
O 3.3856 -1.0319 -0.2366 -0.196
N 1.3917 1.6168 -1.9303 1.589
N 0.5693 2.9364 0.4137 0.421
N -3.0986 0.3826 2.3471 0.354
C -9.7108 -1.8603 10.2877 -0.195
C -1.7094 0.0100 2.1930 0.246
C -2.7989 -2.0910 2.3578 -0.754
C -3.0377 -3.3797 7.9027 0.198
C 5.7710 2.8355 0.3863 -0.495
C -5.6987 -3.5009 -3.4329 -0.328
C -1.7631 2.0841 -3.5338 -0.092
C -7.8478 -4.4682 8.1793 -0.429
C -2.5635 2.6060 0.0878 0.223
C -3.6943 1.7539 2.3725 -0.917
C 2.4459 2.4926 -1.3728 -0.980
C -2.7249 0.9062 -4.1431 0.165
C 4.1234 -2.1708 -9.2330 0.796
C 5.2325 3.5319 1.7612 -0.076
C 1.4057 5.7890 -9.0500 -0.254
C -1.0174 -4.3793 -5.3823 -0.314
C -2.6819 -0.4562 -3.2999 -0.550
C 3.3431 -2.2219 -1.0635 -0.230
C 1.7438 0.7708 5.6349 -0.422
C -2.7849 2.8742 1.6764 -0.393
C 1.7419 0.1669 1.3219 1.015
C -4.6871 -1.5518 11.0379 -0.073
C 1.6532 0.7261 -3.0893 -0.196
C 5.2949 -4.6449 -3.1496 -0.341
C -3.8002 -0.9084 2.4789 -0.747
C 1.5516 1.3561 -4.5505 -0.267
C 4.1218 6.8293 3.2762 -0.351
C -0.1375 3.4209 -0.7947 -0.117
C 0.8871 1.8944 -8.0519 -0.192
C 3.9879 2.1423 -1.5563 0.834
C 2.6053 1.5149 1.1673 0.889
C -2.8389 -7.5994 5.3723 -0.234
C 2.6024 -1.1697 0.9744 -1.079
C -1.6880 3.7719 -0.5858 -1.256
C -1.3563 -1.4958 2.1572 -0.433
C 4.8800 3.3410 -0.8632 -0.921
C 2.0140 2.6423 0.2090 -0.439
C 7.5396 -6.2086 1.4000 0.002
C -2.9478 7.0631 2.5676 -0.383
C 7.8918 -1.4016 -11.0675 -0.083
C 4.5572 2.1475 -3.0703 -1.507
C -6.5585 -3.0512 4.8356 0.145
C 0.1435 2.4822 -2.1148 -1.123
H -0.3477 -2.0074 2.0160 0.317
H -0.9871 0.8862 2.1104 0.136
H -1.1658 2.4771 -4.4275 0.402
H 5.7147 2.1569 -3.0191 0.547
H -2.0401 1.6065 -0.0872 -0.036
H 3.2846 -1.5158 -9.0023 -0.370
H -10.5798 -1.3764 10.7313 0.341
H 1.4826 6.4309 -9.9263 0.311
H 3.2565 -1.4143 1.9013 0.251
H 0.8425 -0.1049 -3.0559 0.139
H 5.7636 1.6949 0.4552 0.289
H 2.5420 3.6237 0.5385 0.223
H -3.2585 -1.2410 -3.9273 0.120
H -2.2454 -7.0984 6.1360 0.180
H -3.8975 -2.8916 8.3485 -0.379
H -3.6173 2.6275 -0.3933 0.518
H 4.4532 4.3484 1.5774 -0.656
H 1.1865 2.4467 -7.1619 0.019
H -2.8756 7.7175 1.7001 0.284
H -2.5017 2.9343 -3.2549 0.101
H 0.7461 0.1546 0.7515 -0.245
H 0.3652 4.4350 -1.0602 0.305
H 4.2612 -4.9529 -2.9975 0.230
H 2.2265 0.7095 -5.2359 0.397
H 0.4796 1.1592 -4.9335 0.152
H 8.6036 -2.2131 -10.9236 0.289
H -1.7882 2.9876 2.2364 0.314
H 3.6754 1.1853 0.9606 -0.099
H 1.0964 0.9636 -1.1617 -0.108
H 5.6554 3.7688 -1.6131 0.604
H -1.7058 4.6555 0.1618 0.214
H 7.0454 -6.2732 0.4322 0.021
H 4.2850 1.2309 -3.6914 0.140
H -5.7227 -1.2153 11.0033 0.042
H -2.0494 -4.6820 -5.2098 0.213
H 6.9983 -1.7776 -11.5636 0.111
H -8.8461 -4.0999 7.9500 0.314
H -6.9838 -3.7297 4.0972 0.283
H 3.2815 7.4836 3.5036 0.323
H -3.2285 -0.3956 -2.2995 0.257
H 2.6311 0.1383 -2.8889 0.296
H 6.8494 3.2296 0.2583 0.390
H 0.9646 2.5369 -8.9277 0.302
H -5.7929 -3.5395 -4.5172 0.246
H -4.9597 -0.9484 2.6484 0.526
H 4.7836 2.7564 2.4783 0.008
H -4.5332 1.5069 -3.4888 0.372
H 5.0438 7.2674 3.6556 0.317
H 4.2243 4.2648 -0.6146 0.292
H -8.7992 -1.3972 10.6629 0.118
H 0.0192 2.1456 0.7712 -0.118
H 2.3384 3.5301 -1.8858 0.435
H 2.1191 0.8335 6.6552 0.361
H 3.9328 -1.9619 -2.0279 -0.443
H 5.7698 -5.2961 -3.8819 0.369
H -7.8509 -4.9633 9.1486 0.352
H -2.1207 -2.9213 8.2710 0.361
H 1.9259 -2.0964 0.8385 0.475
H -2.3310 0.6670 -5.2052 0.022
H 0.7165 1.1308 5.5966 0.267
H -4.7180 1.7051 1.8323 0.374
H 1.7066 6.3408 -8.1607 0.260
H -2.4135 -7.4065 4.3885 0.291
H -1.6065 -0.8378 -3.2386 -0.003
H 1.4567 0.0394 2.4386 -0.405
H -2.9991 -3.2079 2.4125 0.408
H 4.2670 3.1243 -3.5954 0.273
H 4.3374 1.1563 -1.0830 0.150
H 3.8571 -3.1391 -0.6149 0.306
H -3.9053 2.0002 3.4703 0.290
H 8.5837 -6.5023 1.3016 0.293
H 0.2374 3.2155 -2.9852 0.564
H 5.0465 -1.7364 -8.8535 0.003
H -4.3150 -1.4959 12.0598 0.328
H -2.6562 7.6065 3.4652 0.310
H -0.5516 -5.0494 -6.1033 0.340
H 2.6358 1.9861 2.2281 -0.699
H -2.1526 4.2130 -1.5503 0.439
H -3.3582 3.8687 1.7913 0.043
H -6.1554 -3.6211 5.6713 -0.287
H 6.1008 4.0325 2.3334 0.447
H -6.4696 -4.1178 -2.9734 0.343
H 2.2392 -2.3955 -1.3428 0.440
```

***

Q: What is the molar mass in the second record?
A: 112.132 g/mol

***

Q: Which value of calculated total energy does entry 2 give?
A: -379.80311 Ha